Density functional theory data (wB97M-V/def2-TZVPD) for a molecular structure, H4INO3P.

Charge   +1
Gap between HOMO and LUMO   7.86 eV
Energy   -921.55632 hartree
Molecular weight   223.914 g mol⁻¹
HOMO level   -14.4 eV
ΔE to the lowest compared entry with this formula, charge and spin   2.97 kcal/mol

Structure (XYZ):
```
10
Properties=species:S:1:pos:R:3:mulliken_charge:R:1
O 2.42 -0.27 1.88 0.052
N 2.33 0.33 0.99 0.572
O 0.71 0.17 0.26 -0.487
P -0.58 0.73 0.89 0.250
I -2.28 -0.81 0.78 0.271
H -0.34 1.10 2.21 0.161
H -0.94 1.87 0.18 0.185
O -0.18 -1.16 -2.66 -0.592
H -1.14 -1.24 -2.72 0.320
H 0.00 -0.73 -1.82 0.267
```

***

Density functional theory data (wB97M-V/def2-TZVPD) for a molecular structure, H4KO2.

Charge   +1
Gap between HOMO and LUMO   12.01 eV
Energy   -752.63453 hartree
Molecular weight   75.128 g mol⁻¹
HOMO level   -15.9 eV
ΔE to the lowest compared entry with this formula, charge and spin   3.18 kcal/mol

Structure (XYZ):
```
7
Properties=species:S:1:pos:R:3:mulliken_charge:R:1
K 1.42 -6.75 6.68 0.947
O 3.28 -4.46 7.09 -0.602
H 3.88 -3.78 6.77 0.317
H 3.84 -5.15 7.47 0.330
O 3.71 -7.58 7.97 -0.649
H 3.92 -7.46 8.90 0.331
H 4.55 -7.56 7.49 0.326
```

***

Density functional theory data (wB97M-V/def2-TZVPD) for a single H4N2 molecule.

Structure (SMILES)   NN
Gap between HOMO and LUMO   10.07 eV
Energy   -111.84850 hartree
Molecular weight   32.046 g mol⁻¹
HOMO level   -8.7 eV
ΔE to the lowest compared entry with this formula, charge and spin   10.47 kcal/mol

Structure (XYZ):
```
6
Properties=species:S:1:pos:R:3:mulliken_charge:R:1
N -0.70 -0.11 0.07 -0.459
N 0.78 -0.09 -0.17 -0.439
H -1.01 0.83 0.01 0.217
H -1.16 -0.55 -0.63 0.213
H 0.92 0.75 0.32 0.224
H 1.17 -0.83 0.39 0.244
```

***

Density functional theory data (wB97M-V/def2-TZVPD) for 2 unconnected molecules or ions with the total composition H4N2O.

Structure (SMILES)   N=O.N
Gap between HOMO and LUMO (alpha / beta)   8.94 / 8.94 eV
Energy   -186.98892 hartree
Molecular weight   48.045 g mol⁻¹
HOMO level (alpha / beta)   -8.9 / -8.9 eV
ΔE to the lowest compared entry with this formula, charge and spin   56.72 kcal/mol

Structure (XYZ):
```
7
Properties=species:S:1:pos:R:3:mulliken_charge:R:1
N -1.50 0.35 -0.09 -0.169
O -0.59 1.15 0.13 -0.142
H -1.95 0.04 0.80 0.207
N 0.97 -0.28 -0.22 -0.672
H 1.24 -0.56 0.72 0.222
H 0.06 -0.83 -0.65 0.349
H 1.77 0.13 -0.69 0.205
```

***

Density functional theory data (wB97M-V/def2-TZVPD) for 2 unconnected molecules or ions with the total composition H4N2O2P.

Charge   -1
Gap between HOMO and LUMO (alpha / beta)   8.48 / 8.48 eV
Energy   -603.74638 hartree
Molecular weight   95.018 g mol⁻¹
HOMO level (alpha / beta)   -4.1 / -4.1 eV
ΔE to the lowest compared entry with this formula, charge and spin   109.30 kcal/mol

Structure (XYZ):
```
9
Properties=species:S:1:pos:R:3:mulliken_charge:R:1
N -1.38 -0.11 -0.25 -0.354
N -0.42 0.77 0.01 -0.337
O 0.97 -1.44 0.17 -0.710
O 2.25 0.81 0.24 -0.638
P 1.11 -0.01 -0.22 0.518
H -1.10 -1.08 -0.09 0.261
H -2.31 0.15 0.09 0.236
H -0.13 0.84 1.71 0.078
H 1.02 0.07 -1.64 -0.052
```

***

Density functional theory data (wB97M-V/def2-TZVPD) for a gas-phase ion, H4N2O2P (charge -1).

Charge   -1
Structure (SMILES)   NN[P@H](=O)[O-]
Gap between HOMO and LUMO   8.87 eV
Energy   -603.81311 hartree
Molecular weight   95.018 g mol⁻¹
HOMO level   -4.1 eV
ΔE to the lowest compared entry with this formula, charge and spin   67.43 kcal/mol

Structure (XYZ):
```
9
Properties=species:S:1:pos:R:3:mulliken_charge:R:1
N 0.55 -1.43 0.30 -0.610
N -0.29 -0.32 0.77 -0.255
P -0.11 1.12 -0.21 0.444
O 0.39 0.60 -1.51 -0.696
O 0.64 2.15 0.50 -0.649
H 0.04 -1.95 -0.43 0.225
H 1.38 -0.99 -0.16 0.316
H -0.99 -0.74 1.39 0.226
H -1.61 1.55 -0.65 -0.002
```

***

Density functional theory data (wB97M-V/def2-TZVPD) for 2 unconnected molecules or ions with the total composition H4N2O3Si.

Gap between HOMO and LUMO (alpha / beta)   9.82 / 6.56 eV
Energy   -626.91771 hartree
Molecular weight   108.129 g mol⁻¹
HOMO level (alpha / beta)   -11.0 / -7.8 eV
ΔE to the lowest compared entry with this formula, charge and spin   126.06 kcal/mol

Structure (XYZ):
```
10
Properties=species:S:1:pos:R:3:mulliken_charge:R:1
N 1.77 1.31 -0.45 -0.540
N -1.13 0.31 0.19 0.885
O -1.24 0.25 -1.03 -0.606
O -1.52 1.23 0.90 -0.589
O -0.22 -2.14 -0.28 -0.363
Si -0.20 -1.03 0.88 0.324
H 1.15 1.74 0.19 0.266
H 1.19 1.28 -1.28 0.270
H -0.31 -1.98 -1.17 0.364
H 0.50 -0.97 2.06 -0.011
```

***

Density functional theory data (wB97M-V/def2-TZVPD) for a single H4N4 molecule.

Gap between HOMO and LUMO   10.27 eV
Energy   -221.29543 hartree
Molecular weight   60.060 g mol⁻¹
HOMO level   -9.2 eV
ΔE to the lowest compared entry with this formula, charge and spin   73.55 kcal/mol

Structure (XYZ):
```
8
Properties=species:S:1:pos:R:3:mulliken_charge:R:1
N -0.59 -1.04 -0.39 -0.572
N 0.97 -0.14 0.80 -0.844
N -0.65 1.18 -0.22 -0.735
N -0.05 0.12 0.11 1.078
H 0.26 -1.58 -0.49 0.298
H 1.44 0.69 1.11 0.242
H -1.03 -1.16 -1.33 0.291
H -0.34 1.92 0.41 0.241
```

***

Density functional theory data (wB97M-V/def2-TZVPD) for a single H4N4 molecule.

Structure (SMILES)   N1NNN1
Gap between HOMO and LUMO   9.77 eV
Energy   -221.23129 hartree
Molecular weight   60.060 g mol⁻¹
HOMO level   -8.4 eV
ΔE to the lowest compared entry with this formula, charge and spin   113.80 kcal/mol

Structure (XYZ):
```
8
Properties=species:S:1:pos:R:3:mulliken_charge:R:1
N -0.36 -0.91 -0.51 -0.223
N 0.05 -0.60 0.80 -0.208
N 0.63 0.64 0.52 -0.293
N -0.38 0.58 -0.76 -0.305
H 0.44 -1.27 -0.93 0.255
H -0.79 -0.45 1.34 0.257
H 0.35 1.36 1.14 0.258
H 0.09 0.89 -1.63 0.259
```

***

Density functional theory data (wB97M-V/def2-TZVPD) for 2 unconnected molecules or ions with the total composition H4N4.

Structure (SMILES)   [H]/N=N/[H].[H]/N=N\[H]
Gap between HOMO and LUMO   6.93 eV
Energy   -221.17409 hartree
Molecular weight   60.060 g mol⁻¹
HOMO level   -7.0 eV
ΔE to the lowest compared entry with this formula, charge and spin   149.70 kcal/mol

Structure (XYZ):
```
8
Properties=species:S:1:pos:R:3:mulliken_charge:R:1
H -0.27 -1.88 0.94 0.199
N -1.10 -1.89 0.28 -0.191
N -2.21 -1.98 0.56 -0.277
H -2.85 -2.79 0.53 0.271
H 2.16 2.96 0.27 0.197
N 1.67 2.60 -0.58 -0.236
N 1.51 1.39 -0.56 -0.150
H 1.83 0.85 0.30 0.189
```